# 1
DFT (the ωB97M-V functional and the def2-TZVPD basis) results for a structure of composition C23H21N9RuS2.

The geometry in XYZ format:
```
56
Properties=species:S:1:pos:R:3:forces:R:3
H -3.515150 2.688358 1.876824 -0.003 0.014 -0.022
N 2.429144 0.658849 -0.697395 -0.017 0.082 -0.279
H -1.831921 -0.048449 -2.912208 0.009 0.012 -0.006
C 3.208734 -3.218828 1.021670 -0.008 -0.025 -0.045
C 1.621533 -1.543409 2.051228 0.114 -0.147 0.113
C 2.213020 -2.240477 0.934015 -0.053 -0.009 -0.037
C 1.114980 4.469229 0.548680 -0.022 -0.079 0.006
N 0.090849 0.473344 -2.139666 0.078 -0.003 -0.286
H -2.222467 4.410597 0.963849 0.026 0.014 -0.026
H 0.690142 -0.460110 5.242065 -0.032 0.014 -0.027
H 5.472840 1.762706 -1.252192 -0.030 0.042 -0.016
H -4.369799 -2.244431 0.673388 0.011 0.028 -0.002
C 0.685996 -0.553551 1.865166 -0.086 0.073 -0.040
H 3.494551 -3.864247 -2.288861 -0.004 0.009 0.005
C -2.501318 -1.602070 0.168108 0.155 -0.076 -0.130
S 1.951573 -1.865247 3.717753 0.014 0.027 -0.018
H -0.779114 0.910110 -5.275838 0.044 0.005 -0.001
N -2.772502 -0.379622 0.515172 -0.405 -0.047 0.218
H 3.826139 2.075471 -3.152026 0.027 -0.046 -0.006
H -4.135639 1.347770 0.903151 -0.033 -0.028 0.010
H -0.482095 0.743870 3.235766 0.012 -0.020 0.026
C -0.162480 4.957155 0.751673 0.016 0.095 0.016
H -3.776357 2.903807 0.142136 0.009 0.012 0.029
H 3.588646 -3.509036 1.992136 0.016 0.005 -0.012
H 4.467117 -4.545691 -0.084584 -0.026 -0.007 0.005
C -2.058708 1.733992 0.633738 -0.419 0.044 0.072
H 4.002877 0.553595 0.747970 0.000 0.005 -0.020
H 1.720580 -2.122653 -2.307625 0.008 0.047 0.024
H 1.594943 1.569635 -4.693880 -0.010 0.014 0.010
S -0.999319 -2.143883 -0.486163 0.774 0.884 0.205
H 1.976377 5.121487 0.524293 0.003 -0.021 0.018
C -1.214725 4.063767 0.788807 -0.184 0.090 0.042
N 3.590171 1.620977 -2.286141 0.008 0.121 -0.138
C -3.459405 2.190397 0.906406 0.096 0.070 0.022
C 3.688048 -3.795814 -0.134063 0.005 -0.013 0.039
C 4.440639 1.461986 -1.216963 0.027 -0.083 0.045
C 2.179647 -2.445731 -1.378982 -0.015 0.012 -0.046
C 0.841823 -0.655192 4.191507 0.064 -0.015 -0.010
C -0.348051 0.825913 -4.294306 -0.089 -0.017 0.057
C 1.273494 3.104287 0.389023 -0.005 0.030 0.096
H -3.310784 -3.470828 0.045926 -0.020 -0.006 0.042
C 3.705088 0.857168 -0.242391 -0.005 -0.068 0.014
N 0.940343 1.215900 -4.017503 0.104 0.069 -0.103
C 2.384477 1.122138 -1.928144 0.127 -0.094 0.046
N 0.258340 2.238723 0.401845 0.646 -0.460 -0.099
N -1.749763 0.501472 0.423101 1.039 -0.164 -0.213
H -0.329913 6.017253 0.889324 -0.053 -0.020 0.001
N 1.729434 -1.864601 -0.266869 0.171 0.444 0.342
C 3.159533 -3.413724 -1.365671 -0.009 -0.017 -0.009
C 1.166018 0.984933 -2.704966 -0.030 -0.015 -0.037
C -0.859464 0.364588 -3.119145 -0.028 0.032 0.026
H 2.260437 2.689127 0.266019 -0.011 0.035 0.012
C 0.252011 -0.044370 3.124621 -0.097 0.043 -0.019
C -0.976791 2.705859 0.603731 0.067 0.310 0.014
N -3.477819 -2.514695 0.298222 -0.061 -0.090 -0.070
Ru 0.271489 -0.072717 -0.047513 -1.917 -1.113 0.159
```
Positions in Å, forces in eV/Å.

Summary:
- 2S+1 = 2
- DFT total energy (a.u.) = -2272.9953
- ΔE to the lowest compared entry with this formula, charge and spin (kcal/mol) = 5.8
- expectation value of S² = 0.7561
- frontier orbital gap (spin up / spin down) (eV) = 7.13 / 7.01
- E_HOMO (spin up / spin down) (eV) = -9.896 / -9.775
- maximum force (eV/A) = 2.2
- net charge = +1



# 2
DFT (the ωB97M-V functional and the def2-TZVPD basis) results for a structure of composition C23H22AuBN4S5Sb.

The geometry in XYZ format:
```
57
Properties=species:S:1:pos:R:3:forces:R:3
S 0.623527 2.609068 3.090898 0.141 -0.714 0.049
C 1.102064 -3.525236 3.100574 -0.048 0.218 -0.073
C 2.726083 0.154758 -2.123492 0.133 -0.206 0.195
S 1.008544 -0.046314 5.053081 0.055 0.222 -0.089
H 0.500351 -4.421847 2.955664 0.038 0.009 -0.039
N 1.695123 -3.149505 1.829463 0.201 0.084 -0.041
C -0.739597 -1.392547 -3.621459 0.029 0.047 0.047
H 1.535509 1.807481 -2.998585 0.054 -0.092 0.149
C -3.004569 1.362894 1.451371 0.155 0.137 0.036
C 2.722414 -2.266562 1.680141 0.003 -0.260 -0.411
S 3.571980 1.613173 1.390353 -0.108 0.163 -0.284
H 2.616966 3.968283 -0.427143 0.002 -0.013 -0.016
C 0.362544 -0.133627 1.294940 -1.025 -0.154 -1.336
H -6.233408 1.088739 -0.652233 -0.014 -0.011 0.002
N 2.974488 -2.172402 0.354032 -0.037 -0.022 0.162
C -1.665681 0.762925 -4.113068 0.019 -0.093 0.126
C 1.270555 -3.569855 0.583208 -0.104 -0.029 0.357
H -4.124328 0.213396 -1.537730 0.026 0.005 -0.054
H -4.201631 2.300306 2.935908 -0.007 -0.044 0.028
H 4.926908 -0.978679 0.385127 -0.057 -0.041 -0.069
C 2.064938 -2.964412 -0.319165 0.281 0.212 -0.120
H -2.287929 1.918744 -2.411849 -0.046 0.016 -0.019
H -0.955621 -0.609218 -5.616401 -0.023 -0.003 0.022
H -0.312563 -2.332808 -3.955429 0.015 0.033 0.041
Au 1.720059 0.485742 2.829565 0.922 0.271 0.881
B 4.037420 -1.260420 -0.368056 -0.130 0.085 0.005
N 3.297570 0.036456 -0.868306 -0.021 -0.074 -0.143
C 1.793096 3.275939 -0.602184 0.026 -0.106 0.035
C 3.033396 1.163544 -0.172618 0.136 0.014 -0.163
N 2.302300 1.971268 -0.985484 -0.048 0.014 -0.017
C -4.202410 1.850012 1.950469 0.070 -0.031 -0.039
H 2.802855 -0.640449 -2.849154 -0.016 0.108 0.104
H 0.478505 -2.718835 3.484699 -0.032 0.105 -0.022
H 1.218648 3.193033 0.317715 -0.036 -0.044 0.058
H -6.308962 2.143588 1.591373 0.041 0.006 0.010
C -4.131412 0.692633 -0.567659 0.098 0.088 0.134
C -2.931860 0.791884 0.169430 -0.046 -0.153 -0.196
H 4.406620 -1.862947 -1.364220 -0.078 0.045 0.034
C -0.588591 0.041099 0.504434 0.327 -0.202 0.104
H 1.154995 3.644494 -1.404010 0.010 -0.030 -0.012
H -1.940369 1.529660 -4.827488 -0.027 0.022 -0.010
C -1.484613 0.030061 -1.799385 -0.103 0.039 0.024
C -0.910043 -1.155799 -2.263627 0.052 -0.140 -0.057
H -2.100280 1.454563 2.049153 -0.069 -0.064 -0.042
C -1.660547 0.269468 -0.351568 0.001 0.184 0.248
H -0.610512 -1.900249 -1.534355 0.048 0.053 0.003
S -2.080481 2.042134 5.759793 0.057 0.059 -0.043
Sb 0.204649 2.231253 5.498268 -0.183 0.083 0.266
H 2.053327 -3.017109 -1.397581 0.044 0.021 0.148
S 3.510693 -1.432799 2.966980 -0.948 0.041 -0.152
H 0.430906 -4.233486 0.461805 0.054 0.030 0.026
C -1.109541 -0.433679 -4.557686 0.003 0.081 0.084
H 1.890393 -3.707994 3.824593 0.062 -0.034 0.029
C -5.370923 1.765949 1.198779 -0.010 -0.009 -0.004
C -5.328818 1.178188 -0.060793 0.165 -0.039 0.009
C -1.863636 0.983790 -2.755811 0.084 -0.059 -0.023
C 2.110900 1.352253 -2.205275 -0.136 0.172 0.057
```
Positions in Å, forces in eV/Å.

Summary:
- 2S+1 = 2
- DFT total energy (a.u.) = -3500.5059
- ΔE to the lowest compared entry with this formula, charge and spin (kcal/mol) = 32.5
- expectation value of S² = 0.7910
- frontier orbital gap (spin up / spin down) (eV) = 5.18 / 5.12
- E_HOMO (spin up / spin down) (eV) = -1.065 / -1.119
- maximum force (eV/A) = 1.7
- net charge = -2



Question: Which of these has the highest ΔE to the lowest compared entry with this formula, charge and spin?
Answer: C23H22AuBN4S5Sb



Question: Which formula does entry 1 have?
Answer: C23H21N9RuS2